The following is a DFT calculation (wB97M-V/def2-TZVPD) of a cluster of 13 separate species, C52H119N13O9 in total in a non-equilibrium geometry.

## Properties
Kohn-Sham gap in eV: 8.29
Maximum force in hartree/bohr: 0.05845
HOMO level in eV: -7.957
Charge: 0
LUMO level in eV: 0.334

Cartesian coordinates (Å):
N -5.166 -1.830 -0.853
C -4.316 -1.010 -1.561
C -3.621 -1.754 -2.477
C -4.084 -3.096 -2.298
C -5.041 -3.105 -1.300
H -5.534 -1.670 0.057
H -4.249 0.029 -1.341
H -2.903 -1.299 -3.173
H -3.796 -3.979 -2.859
H -5.604 -3.917 -0.859
N -7.346 2.296 -2.910
C -6.269 1.497 -3.028
C -5.156 2.246 -2.999
C -5.557 3.572 -2.902
C -6.899 3.600 -2.949
H -8.294 2.061 -3.146
H -6.430 0.435 -3.031
H -4.122 1.940 -3.046
H -4.968 4.441 -2.890
H -7.549 4.489 -2.846
N 1.801 -1.200 -4.615
C 0.730 -1.512 -3.805
C 1.130 -2.514 -2.931
C 2.479 -2.811 -3.282
C 2.846 -2.048 -4.358
H 1.774 -0.502 -5.344
H -0.237 -1.038 -4.058
H 0.560 -2.922 -2.095
H 2.995 -3.708 -2.907
H 3.796 -2.033 -4.882
N 0.728 1.279 5.687
C 1.062 1.736 6.914
C 2.184 2.477 6.811
C 2.655 2.352 5.441
C 1.674 1.686 4.796
H -0.118 0.771 5.525
H 0.306 1.579 7.704
H 2.662 2.975 7.650
H 3.565 2.696 4.948
H 1.663 1.313 3.811
C -2.272 4.405 0.367
C -2.377 5.238 -0.937
C -3.526 6.108 -0.857
O -3.651 6.909 -2.028
C -4.591 7.922 -1.895
N -1.126 5.928 -1.222
H -1.518 3.693 0.199
H -3.162 3.813 0.491
H -2.044 5.011 1.247
H -2.489 4.516 -1.758
H -3.349 6.751 0.032
H -4.477 5.608 -0.615
H -4.272 8.616 -1.130
H -5.641 7.613 -1.730
H -4.517 8.535 -2.800
H -1.395 6.475 -2.048
H -1.043 6.622 -0.479
C 1.296 -5.834 -0.821
C 0.680 -6.686 -1.893
C -0.881 -6.600 -1.801
O -1.314 -7.288 -0.641
C -2.720 -7.381 -0.506
N 1.182 -6.279 -3.195
H 2.409 -6.024 -0.799
H 0.968 -6.057 0.195
H 1.050 -4.764 -1.003
H 0.935 -7.755 -1.679
H -1.301 -7.006 -2.728
H -1.322 -5.554 -1.748
H -3.129 -7.967 -1.355
H -3.160 -6.346 -0.513
H -2.905 -7.776 0.479
H 0.676 -6.782 -3.961
H 0.941 -5.287 -3.257
C 6.554 1.546 -3.232
C 5.265 0.845 -2.944
C 5.386 0.006 -1.674
O 4.100 -0.654 -1.526
C 3.936 -1.640 -0.562
N 4.129 1.813 -2.861
H 6.675 2.401 -2.548
H 6.575 2.012 -4.229
H 7.465 0.967 -3.045
H 5.012 0.078 -3.748
H 5.453 0.660 -0.812
H 6.278 -0.682 -1.714
H 2.856 -1.863 -0.647
H 4.269 -1.178 0.392
H 4.477 -2.599 -0.709
H 4.313 2.343 -2.006
H 3.272 1.347 -2.752
C 3.727 -4.151 2.242
C 4.668 -3.125 2.817
C 4.726 -3.265 4.302
O 3.493 -3.018 5.008
C 3.530 -1.766 5.783
N 5.955 -3.186 2.110
H 3.716 -4.046 1.137
H 2.719 -3.999 2.675
H 4.145 -5.094 2.533
H 4.234 -2.130 2.588
H 5.481 -2.585 4.737
H 4.959 -4.299 4.603
H 2.677 -1.837 6.460
H 3.419 -0.864 5.129
H 4.441 -1.658 6.332
H 6.679 -2.526 2.406
H 6.376 -4.132 2.029
C 2.475 6.194 -1.688
C 2.671 4.684 -1.359
C 2.792 4.468 0.139
O 3.003 3.102 0.432
C 2.737 2.719 1.740
N 1.511 3.941 -1.951
H 1.541 6.611 -1.311
H 2.200 6.247 -2.759
H 3.234 6.855 -1.278
H 3.621 4.460 -1.875
H 1.809 4.758 0.503
H 3.571 5.127 0.581
H 3.535 3.032 2.439
H 2.600 1.655 1.717
H 1.794 3.110 2.145
H 0.691 4.282 -1.473
H 1.581 2.960 -1.694
C -2.579 -2.475 6.454
C -1.431 -1.485 6.387
C -0.167 -1.973 5.657
O 0.151 -3.237 6.113
C -0.043 -4.421 5.373
N -1.857 -0.226 5.717
H -3.330 -2.096 7.180
H -2.270 -3.469 6.741
H -3.129 -2.490 5.548
H -1.145 -1.118 7.391
H 0.656 -1.213 5.720
H -0.461 -1.950 4.591
H 0.552 -4.458 4.450
H -1.140 -4.629 5.175
H 0.243 -5.243 6.043
H -2.545 0.290 6.250
H -2.272 -0.377 4.843
C -3.825 -2.930 2.809
C -4.515 -1.567 2.770
C -3.721 -0.366 2.194
O -2.536 -0.120 2.938
C -1.890 1.079 2.533
N -5.804 -1.653 2.086
H -2.885 -2.757 3.363
H -3.785 -3.350 1.785
H -4.485 -3.561 3.450
H -4.687 -1.235 3.766
H -4.385 0.538 2.096
H -3.407 -0.645 1.154
H -2.206 1.284 1.446
H -0.830 0.784 2.510
H -2.043 1.920 3.218
H -6.296 -2.538 2.129
H -6.450 -0.916 2.442
C -1.192 0.990 -1.391
C 0.068 0.768 -0.572
C -0.098 -0.527 0.286
O 0.850 -0.690 1.311
C 0.840 -1.964 1.899
N 1.239 0.715 -1.474
H -2.154 1.099 -0.819
H -1.302 0.223 -2.131
H -1.089 1.899 -2.062
H 0.166 1.683 0.086
H -0.002 -1.379 -0.375
H -1.059 -0.585 0.812
H -0.184 -2.284 2.225
H 1.550 -1.969 2.766
H 1.160 -2.767 1.119
H 2.097 0.501 -0.955
H 1.150 0.006 -2.179
C 2.237 1.895 -6.621
C 1.210 2.729 -5.936
C 0.508 2.021 -4.858
O -0.253 0.888 -5.535
C -1.657 1.226 -5.750
N 1.917 3.933 -5.602
H 2.467 2.411 -7.577
H 1.904 0.936 -6.963
H 3.125 1.720 -6.012
H 0.470 3.027 -6.691
H -0.205 2.637 -4.309
H 1.142 1.657 -4.099
H -2.199 0.368 -6.225
H -1.768 2.056 -6.500
H -2.177 1.422 -4.839
H 1.334 4.439 -4.960
H 2.792 3.693 -5.181